Computed, not measured: a structure of composition C20H31BNO2Sr at a distorted geometry, with ωB97M-V/def2-TZVPD.

Cartesian coordinates (Å):
Sr 0.13 -0.22 2.07
O 0.70 -1.67 -4.99
O -0.13 0.06 0.01
N -0.08 -0.23 4.61
C 2.46 0.59 2.49
C -2.43 0.39 2.27
C -0.83 2.29 -0.63
C -2.06 0.19 -1.34
C -2.24 -1.07 2.11
C 1.80 1.68 1.79
C 1.63 -1.90 -7.25
C -1.44 -0.43 4.24
C 0.08 -0.04 5.82
C 0.25 -0.57 -5.84
C 0.93 -0.51 -0.83
C 2.01 0.62 3.84
C -0.73 0.84 -1.02
C 0.99 1.67 3.93
C 1.39 -2.60 -5.89
C 0.85 2.30 2.66
C -2.06 0.76 3.56
C 0.41 -0.96 -7.32
C 0.44 0.41 -1.95
C -1.69 -1.59 3.28
B 0.03 0.01 7.21
H -1.96 1.75 4.01
H -0.85 0.76 7.61
H 1.69 -2.60 -8.08
H -2.31 -1.61 1.16
H 2.55 -1.30 -7.19
H 1.94 -0.31 -0.42
H 1.96 1.92 0.75
H 0.11 -0.11 -2.84
H -2.83 0.48 -0.61
H 2.33 -2.91 -5.40
H -1.29 -2.60 3.50
H 0.16 3.12 2.43
H 0.77 -3.50 -6.04
H -0.47 -1.53 -7.64
H 0.74 -1.58 -0.94
H 0.16 2.74 -0.50
H 1.09 0.36 7.61
H 0.87 0.33 -5.62
H -2.36 0.54 -2.33
H -1.34 2.81 -1.46
H 3.11 -0.17 2.06
H -2.78 1.08 1.51
H -1.42 -0.65 5.39
H -0.79 -0.33 -5.56
H -1.42 2.44 0.29
H 0.56 -0.10 -7.97
H 1.11 1.24 -2.14
H 2.13 -0.23 4.54
H -0.23 -1.12 7.61
H -1.97 -0.90 -1.35
H 0.34 1.95 4.79

Values from the calculation:
Energy above the lowest of the compared OMol25 structures with the same formula, charge and spin: 137.0 kcal/mol
LUMO energy (spin up / spin down): 0.0680 / 0.0676 Eh
Largest force on an atom: 4.726 eV Å⁻¹
Charge: -1
Frontier orbital gap (spin up / spin down): 3.160 / 2.979 eV
HOMO level (spin up / spin down): -1.31 / -1.14 eV